Entry 1:
An isolated ion of composition C6H14NO and charge +1 in a non-equilibrium geometry, computed with the ωB97M-V functional and the def2-TZVPD basis.

XYZ file:
```
22
Properties=species:S:1:pos:R:3:forces:R:3:lowdin_charge:R:1
C 0.019897 1.966656 0.051271 -1.00 2.58 0.38 0.106
C 0.321854 0.718040 0.211216 -0.29 -2.44 -0.46 -0.359
O 1.326154 0.110143 0.803704 0.35 0.37 -0.58 -0.092
C 2.638289 0.730152 0.971376 0.75 -4.83 -0.84 0.020
N -0.649859 -0.422099 -0.352506 0.21 0.44 4.25 -0.275
C -0.554952 -0.511416 -1.784526 1.78 1.09 -0.95 0.003
C -2.007704 -0.060016 0.181169 0.54 -1.69 2.95 -0.007
C -0.373272 -1.785922 0.360125 1.06 0.15 0.35 0.024
H 0.715174 2.773453 0.369575 -0.55 -0.84 -0.18 0.110
H -1.027738 2.287877 -0.140229 1.18 -0.27 -0.48 0.100
H 2.709337 1.395298 1.764482 -0.20 1.34 1.31 0.074
H 3.094071 1.031943 0.039742 -0.40 0.54 -0.31 0.101
H 3.152327 -0.283001 1.214090 -0.09 2.20 0.05 0.141
H -1.176729 -1.300868 -2.098000 -0.95 -0.74 -0.71 0.098
H -0.800444 0.486806 -2.200022 -0.02 -0.84 0.01 0.130
H 0.502424 -0.766845 -2.046280 -0.86 0.27 0.15 0.139
H -2.648946 -0.946703 0.246733 0.22 0.23 -0.43 0.115
H -1.877449 0.300960 1.244473 0.02 -0.57 -1.15 0.142
H -2.483845 0.703603 -0.296973 -1.01 1.92 -1.86 0.065
H -1.063645 -2.529498 -0.032350 -0.81 0.47 0.37 0.100
H 0.556204 -2.232788 -0.028248 0.15 0.83 0.57 0.107
H -0.371147 -1.665779 1.521177 -0.10 -0.20 -2.46 0.158
```
Forces are in eV/Å.

The orbital gap is 11.05 eV. Its SMILES is C=C(OC)[N+](C)(C)C. The strongest force on any atom is 4.960 eV Å⁻¹. Its highest occupied orbital energy is -0.5027 hartree. Its LUMO energy is -2.626 eV. The charge is +1.

Entry 2:
One molecule with the formula C6H12O in a non-equilibrium geometry, computed with the ωB97M-V functional and the def2-TZVPD basis.

XYZ file:
```
19
Properties=species:S:1:pos:R:3:forces:R:3:lowdin_charge:R:1
C -0.954190 2.489902 0.065331 0.41 0.28 0.08 -0.116
C 0.237080 1.978528 -0.723850 -0.49 -0.68 -0.26 -0.270
C 0.995656 0.852377 -0.026827 1.04 -0.45 -0.31 -0.216
C 0.962695 -0.537838 -0.701747 -1.02 0.44 0.67 -0.193
C -0.427597 -1.174030 -0.604685 -0.06 -0.24 0.09 -0.171
C -0.668879 -2.072700 0.578278 -0.05 0.21 -0.05 -0.273
O 0.065983 -2.213263 1.518039 0.08 -0.02 0.01 0.056
H -1.583871 3.084006 -0.595158 -0.28 0.01 0.23 0.070
H -1.494810 1.652153 0.501686 -0.29 0.06 -0.08 0.063
H -0.610344 3.118037 0.889977 -0.14 0.02 0.03 0.075
H -0.146195 1.579626 -1.668466 0.05 0.03 -0.11 0.102
H 0.890621 2.798371 -1.001540 0.18 0.13 0.06 0.100
H 2.054179 1.115197 0.043352 0.02 0.11 0.06 0.104
H 0.692191 0.663376 1.005125 -0.27 0.35 0.05 0.113
H 1.224471 -0.540241 -1.756300 0.47 0.26 0.03 0.108
H 1.645609 -1.121736 -0.094320 0.25 -0.48 -0.36 0.103
H -0.662783 -1.799635 -1.466144 0.03 -0.06 -0.22 0.112
H -1.246136 -0.441883 -0.583641 0.10 0.08 -0.05 0.114
H -1.628777 -2.624826 0.516507 -0.02 -0.05 0.14 0.119
```
Forces are in eV/Å.

The orbital gap is 10.87 eV. Its SMILES is CCCCCC=O. The strongest force on any atom is 1.298 eV Å⁻¹. Its highest occupied orbital energy is -0.3614 hartree. Its LUMO energy is 1.038 eV.

Entry 3:
One molecule with the formula C21H21N5O2 in a non-equilibrium geometry, computed with the ωB97M-V functional and the def2-TZVPD basis.

XYZ file:
```
49
Properties=species:S:1:pos:R:3:forces:R:3:lowdin_charge:R:1
C -7.964408 -2.914430 -1.113608 -0.69 -1.29 -0.10 -0.090
O -7.248701 -3.082960 0.099647 1.13 0.41 -0.41 -0.081
C -6.021914 -2.451685 0.133360 0.24 0.79 0.09 -0.268
C -5.637623 -1.351375 -0.665313 -0.28 -0.46 -0.13 -0.005
C -4.384550 -0.760979 -0.526124 -0.30 -0.07 -0.31 -0.028
C -3.458327 -1.194994 0.403747 0.05 -1.15 1.09 -0.149
C -2.138557 -0.509947 0.487696 2.51 0.37 0.09 -0.245
N -1.845506 0.465582 -0.320982 -1.95 -0.23 0.02 0.127
C -0.613332 1.069512 -0.352629 1.76 -1.27 1.82 -0.258
C -0.389794 2.067821 -1.441296 -0.17 -0.81 -0.20 -0.017
C 0.379063 0.734005 0.557959 -2.83 -0.76 -2.72 -0.101
C 1.723215 1.241248 0.424511 2.03 0.68 0.90 -0.437
O 2.033775 2.246310 1.045314 0.39 0.21 -0.36 0.085
N 2.662334 0.497091 -0.286697 -0.78 -0.40 -0.11 0.139
C 4.031186 0.769486 -0.519046 1.00 0.67 0.13 -0.204
C 4.715315 -0.074731 -1.429998 1.30 0.37 -0.48 -0.022
C 6.051828 0.159503 -1.794515 -0.33 0.22 0.26 -0.015
C 6.715730 1.249841 -1.228614 1.68 0.57 0.55 -0.218
N 8.038731 1.741294 -1.300972 -0.57 -1.29 -0.96 -0.002
N 8.282294 2.786832 -0.459414 -1.44 -0.35 0.22 0.035
C 7.139479 3.008604 0.180303 -0.59 -2.22 -1.68 -0.063
C 6.108765 2.031180 -0.272545 0.35 1.10 0.56 -0.162
C 4.771606 1.811539 0.067681 -0.60 0.06 0.09 0.042
C 0.050530 -0.199254 1.675583 -1.19 0.60 0.50 -0.307
C -0.251492 0.561426 2.970347 0.18 0.44 0.11 -0.030
N -1.132343 -0.995052 1.336445 -1.65 0.02 -1.22 0.104
C -3.819787 -2.310493 1.217998 -0.63 0.44 -0.64 0.001
C -5.103241 -2.897754 1.077734 1.30 0.28 0.24 -0.001
H -8.697255 -3.755841 -1.179568 0.64 0.67 0.12 0.106
H -7.322593 -2.942703 -1.992938 0.17 -0.12 0.04 0.091
H -8.510592 -1.995349 -1.121355 -0.38 0.74 0.06 0.080
H -6.290218 -0.973742 -1.447551 0.02 -0.04 0.21 0.106
H -4.074821 0.037713 -1.188823 -0.18 0.07 0.08 0.111
H 0.395965 1.684101 -2.104271 -0.11 0.36 -0.03 0.088
H -1.316010 2.216621 -2.009748 0.34 0.05 0.21 0.083
H -0.064862 2.961209 -0.948657 0.25 0.82 -0.18 0.077
H 2.318569 -0.360482 -0.727635 0.10 0.67 0.27 0.153
H 4.224563 -0.908574 -1.913146 -0.23 -0.04 0.11 0.103
H 6.638980 -0.441988 -2.473780 -0.50 -0.42 -0.18 0.104
H 8.753651 1.309222 -1.908082 -0.47 0.96 0.94 0.160
H 6.950680 3.749207 0.917712 0.45 0.60 0.34 0.094
H 4.361203 2.519383 0.763650 -0.58 -0.19 0.17 0.103
H 0.832692 -0.910379 1.843277 0.77 -0.33 0.17 0.134
H -1.214190 1.111670 2.890598 0.51 -0.53 0.04 0.100
H -0.261891 -0.187220 3.759415 -0.34 0.16 0.40 0.072
H 0.514535 1.308394 3.216226 -0.01 -0.25 -0.16 0.082
H -1.452832 -1.643818 2.030771 0.23 -0.12 0.22 0.106
H -3.101610 -2.736554 1.937103 -0.61 0.19 -0.35 0.105
H -5.378244 -3.738489 1.690233 -0.02 -0.18 0.17 0.112
```
Forces are in eV/Å.

The orbital gap is 7.98 eV. Its SMILES is COc1ccc(C2=NC(C)=C(C(=O)Nc3ccc4[nH]ncc4c3)[C@@H](C)N2)cc1. The strongest force on any atom is 3.997 eV Å⁻¹. Its highest occupied orbital energy is -0.2834 hartree. Its LUMO energy is 0.265 eV.

Entry 4:
A 6-piece molecular cluster, CH15NO5 overall in a non-equilibrium geometry, computed with the ωB97M-V functional and the def2-TZVPD basis.

XYZ file:
```
22
Properties=species:S:1:pos:R:3:forces:R:3:lowdin_charge:R:1
C 0.887199 0.117691 -0.404524 -1.09 1.45 -0.53 -0.155
N 0.612897 0.078534 -1.932180 1.13 -0.34 2.33 -0.051
H 0.190461 0.891778 0.191058 1.27 -1.88 -1.38 0.072
H 0.669660 -0.932404 -0.116165 0.37 0.86 0.33 0.047
H 1.936281 0.434214 -0.158499 -0.85 -0.62 -0.54 0.067
H 0.480529 0.994930 -2.324880 -0.24 0.18 0.04 0.049
H -0.220427 -0.475776 -2.003957 -0.56 0.22 -0.36 0.042
O 0.962641 2.083088 2.989905 2.14 1.22 -0.38 -0.025
H 1.397762 1.667086 2.236242 -0.21 0.07 0.09 0.028
H 0.174948 1.627531 3.134284 -1.99 -1.28 0.27 -0.008
O -1.150584 3.410509 0.439997 0.62 1.41 0.78 -0.053
H -1.553806 2.564562 0.448347 -0.68 -1.46 -0.12 -0.026
H -1.068743 3.639605 1.385722 0.09 -0.09 -0.70 0.045
O -0.929047 -2.635142 1.279266 0.57 1.47 0.78 -0.044
H -0.611590 -3.480341 1.015484 0.10 -1.26 -0.56 0.033
H -0.126654 -2.245111 1.679837 -0.64 -0.11 -0.16 0.058
O 1.735771 -2.766368 -3.437181 0.08 1.35 -0.47 -0.110
H 1.366940 -1.896557 -3.129375 0.57 -0.90 -0.27 0.009
H 2.295072 -2.519044 -4.208441 -0.61 -0.28 0.86 0.044
O -2.264607 0.049014 0.664492 0.35 -0.39 0.32 -0.069
H -1.863121 -0.813697 0.901281 -0.33 0.44 -0.29 0.006
H -2.921581 0.205898 1.349286 -0.09 -0.07 -0.04 0.040
```
Forces are in eV/Å.

The orbital gap is 9.87 eV. Its SMILES is CN.O.O.O.O.O. The strongest force on any atom is 2.655 eV Å⁻¹. Its highest occupied orbital energy is -0.3585 hartree. Its LUMO energy is 0.120 eV.

Entry 5:
C10H16NO3 as an isolated structure in a non-equilibrium geometry, computed with the ωB97M-V functional and the def2-TZVPD basis.

XYZ file:
```
30
Properties=species:S:1:pos:R:3:forces:R:3:lowdin_charge:R:1
N -0.405195 -0.346950 0.788670 -0.08 -0.35 0.59 -0.434
O 0.172426 0.650020 1.215685 -1.22 -1.21 -1.05 0.061
O -0.266618 -1.504758 1.595277 -0.39 0.14 0.00 -0.089
O -1.036504 -0.505734 -0.261367 1.42 0.57 2.17 0.068
C 1.966419 -4.293434 3.598926 0.23 -0.06 -0.50 -0.016
C 1.584914 -3.779936 4.954896 -0.55 -0.46 0.39 -0.465
C 0.515976 -4.595383 5.748503 0.84 -0.13 0.21 -0.239
C -0.514855 -5.136201 4.795579 -0.88 0.40 -0.09 -0.145
C -1.054967 -4.013674 3.837886 -0.97 -1.51 0.09 -0.132
C -0.444791 -2.685507 3.995684 -0.47 0.73 -1.00 -0.183
C -0.999889 -1.602573 3.233923 0.24 0.57 -0.91 0.057
C 0.567632 -2.572797 5.033039 1.00 0.09 0.73 -0.163
C 0.011992 -3.265547 6.314749 -0.03 -0.28 0.19 -0.064
C 2.810018 -3.512936 5.784203 0.57 0.28 0.37 -0.041
H 2.377022 -3.467548 3.006960 -0.01 -0.20 -0.10 0.104
H 2.736318 -5.070806 3.693665 -0.15 0.13 -0.09 0.096
H 1.110069 -4.724932 3.069352 0.41 0.19 -0.07 0.073
H 0.907998 -5.331391 6.474359 -0.28 0.14 -0.40 0.152
H -0.185145 -5.987170 4.227604 0.47 -0.31 -0.29 0.105
H -1.364281 -5.509464 5.363311 -0.11 -0.03 0.19 0.112
H -1.034197 -4.359584 2.786897 0.14 0.28 0.31 0.138
H -2.141273 -3.938218 4.052284 0.34 0.23 -0.20 0.134
H -0.830925 -0.612672 3.637246 0.20 0.14 -0.17 0.110
H -2.010132 -1.750058 2.856172 0.15 -0.07 0.16 0.117
H 1.044246 -1.605324 5.188252 -0.27 0.19 -0.34 0.154
H -1.055565 -3.221004 6.472795 -0.35 0.23 0.16 0.118
H 0.543194 -2.984211 7.221178 -0.08 0.19 -0.10 0.111
H 2.602259 -3.206715 6.808556 -0.15 0.02 0.01 0.083
H 3.477071 -4.374543 5.850961 -0.19 -0.19 -0.11 0.091
H 3.398796 -2.719353 5.338372 0.17 0.27 -0.17 0.089
```
Forces are in eV/Å.

The multiplicity is 2. The orbital gap (spin up / spin down) is 9.01 / 8.71 eV. The strongest force on any atom is 2.655 eV Å⁻¹. Its highest occupied orbital energy (spin up / spin down) is -0.3110 / -0.3732 hartree. Its LUMO energy (spin up / spin down) is 0.548 / -1.443 eV. Its expectation value of S² is 0.757.

Entry 6:
One molecule with the formula CH2N4 in a non-equilibrium geometry, computed with the ωB97M-V functional and the def2-TZVPD basis.

XYZ file:
```
7
Properties=species:S:1:pos:R:3:forces:R:3:lowdin_charge:R:1
C 0.800755 0.847558 -0.042682 -0.60 -3.77 1.06 -0.081
N 1.076564 -0.543510 0.001967 -1.11 3.53 0.08 -0.026
N -0.093412 -1.189866 0.036565 -0.66 1.91 -1.37 -0.056
N -1.099842 -0.287151 -0.074584 0.53 -5.61 1.70 -0.038
N -0.609264 0.850501 0.083550 4.38 2.02 -1.42 -0.033
H 1.612744 1.631096 -0.035877 -1.68 -0.86 0.10 0.116
H -1.335592 1.473740 -0.040524 -0.85 2.77 -0.15 0.117
```
Forces are in eV/Å.

The orbital gap is 11.20 eV. Its SMILES is c1nnn[nH]1. The strongest force on any atom is 5.883 eV Å⁻¹. Its highest occupied orbital energy is -0.3824 hartree. Its LUMO energy is 0.789 eV.

Entry 7:
C8H15K2N2O7S as an isolated structure in a non-equilibrium geometry, computed with the ωB97M-V functional and the def2-TZVPD basis.

XYZ file:
```
35
Properties=species:S:1:pos:R:3:forces:R:3:lowdin_charge:R:1
K -3.415322 10.952321 -34.966731 0.32 0.54 -0.32 0.903
K -7.578082 12.951647 -37.879289 0.54 0.34 -0.14 0.896
C -3.625048 15.470921 -37.310807 0.40 -1.54 0.31 -0.419
O -3.655477 14.106609 -37.625724 -0.63 -0.23 0.06 -0.487
H -2.617687 15.879784 -37.232349 0.71 -0.02 -0.15 0.036
H -4.103567 16.116576 -38.047180 -0.62 0.24 -0.03 0.036
H -3.998026 15.587838 -36.293310 -0.65 0.77 0.24 0.026
C -0.087376 16.401230 -33.197538 1.07 0.69 -1.11 0.050
N 0.375780 14.986296 -33.268482 -2.30 1.39 0.04 -0.493
O -0.276603 14.224433 -33.923476 -0.87 -1.25 -1.08 0.052
O 1.307151 14.711904 -32.605518 2.44 -0.90 1.38 0.100
H 0.856319 16.886454 -32.948381 -0.60 0.56 0.54 0.099
H -0.938766 16.559334 -32.535536 0.41 -0.34 0.16 0.104
H -0.345712 16.719064 -34.207657 -0.22 -0.22 0.06 0.097
C -3.720896 22.796116 -37.665391 -1.94 2.23 1.21 -0.240
C -3.990127 21.525017 -36.903897 0.05 -0.81 -1.30 -0.153
O -2.826085 20.763440 -37.272236 1.56 -0.86 -1.01 -0.221
S -2.516504 20.947003 -38.884024 -1.84 -0.35 -1.24 0.762
O -3.515842 20.186905 -39.674384 2.61 1.42 1.99 -0.271
O -1.100035 20.867655 -39.226554 -2.95 0.33 1.31 -0.230
O -3.124795 22.498232 -38.876141 2.10 -1.59 -0.96 -0.182
H -3.232151 23.546316 -37.043761 1.12 -0.31 -0.15 0.131
H -4.605068 23.367156 -37.948638 -0.57 -0.46 0.14 0.136
H -4.825469 20.977367 -37.340258 -0.35 0.15 0.27 0.125
H -4.056036 21.560071 -35.816459 0.20 0.24 -0.25 0.140
N -1.942259 15.614889 -42.070395 1.22 -1.33 0.26 0.023
C -0.566065 15.715738 -41.875167 -3.81 4.21 5.31 -0.189
C 0.103505 15.102051 -42.762554 3.15 -1.57 -3.53 -0.155
C -0.827521 14.590774 -43.677717 -1.25 -2.06 0.01 -0.103
C -2.094003 14.686516 -43.083309 0.64 1.56 -1.57 -0.121
H -2.601614 16.000012 -41.409303 -0.01 -0.49 -0.26 0.142
H -0.316000 16.359838 -41.045099 0.56 -0.18 0.01 0.116
H 1.180714 15.046116 -42.816433 -0.11 0.10 -0.18 0.109
H -0.513048 14.115868 -44.595308 -0.50 -0.35 0.07 0.088
H -3.068263 14.369729 -43.425151 0.12 0.11 -0.09 0.093
```
Forces are in eV/Å.

The orbital gap is 4.19 eV. The strongest force on any atom is 7.773 eV Å⁻¹. Its highest occupied orbital energy is -0.3118 hartree. Its LUMO energy is -4.293 eV. The charge is +1.

Entry 8:
One molecule with the formula C6H13N in a non-equilibrium geometry, computed with the ωB97M-V functional and the def2-TZVPD basis.

XYZ file:
```
20
Properties=species:S:1:pos:R:3:forces:R:3:lowdin_charge:R:1
C 0.134672 2.364584 0.065524 -1.79 -0.23 -0.08 -0.117
C -0.628835 1.245597 0.767427 0.16 -1.21 0.92 -0.160
N 1.369206 0.414020 -1.473598 -2.66 -2.60 2.60 0.061
C 0.281119 -0.496544 -0.988330 1.82 1.47 -4.36 -0.458
C -0.562707 -0.363285 0.345362 2.29 0.59 5.50 -0.321
C -1.407985 -1.165549 1.201695 -2.19 0.47 -4.07 0.059
C 0.835618 -1.926522 -0.902518 -1.60 0.73 -0.67 -0.072
H -0.369601 2.750475 -0.834542 0.57 -0.63 -0.11 0.080
H 1.170084 2.077741 -0.083525 0.10 0.51 -0.14 0.050
H -0.043798 3.191314 0.765132 0.74 -0.06 0.16 0.081
H -0.207315 1.192531 1.780906 -0.29 0.14 -0.18 0.102
H -1.688390 1.359260 0.904934 -0.42 0.82 -0.28 0.088
H 2.138259 0.059448 -0.892764 0.50 0.42 -0.10 0.011
H -0.417705 -0.391229 -1.801988 -0.73 -0.22 -0.28 0.115
H 0.156440 -0.825215 1.055249 2.13 1.71 -0.57 0.088
H -1.086795 -1.621586 2.127671 -0.07 -0.13 -0.13 0.071
H -2.394277 -1.355132 0.753949 -0.25 -0.35 1.09 0.067
H -0.114010 -2.513261 -0.691607 1.49 -0.02 0.48 0.103
H 1.175684 -2.159172 -1.899481 0.39 -0.42 -0.10 0.068
H 1.660336 -1.837474 -0.199496 -0.18 -0.99 0.34 0.083
```
Forces are in eV/Å.

The orbital gap is 5.28 eV. The strongest force on any atom is 5.982 eV Å⁻¹. Its highest occupied orbital energy is -0.2677 hartree. Its LUMO energy is -2.007 eV.

Short version: energy = -9977.5103 -8463.6105 -33662.3376 -13007.3518 -18255.3053 -7027.1947 -69323.4818 -7914.6991 eV, in the order given.
Short version: ΔE to the lowest compared entry with this formula, charge and spin = 63.1 17.1 31.3 35.0 92.9 63.4 52.3 187.6 kcal per mole, in the order given.